111
Properties=species:S:1:pos:R:3 method="wB97M-V/def2-TZVPD" multiplicity=3 e_homo_ev="-14.865 / -14.865" gap_ev="6.002 / 3.222" s2=2.01 charge=+3 relative_energy_kcal_mol=0.0
Ag 2.93 8.67 -6.60
Ag 1.69 4.98 -5.06
C -0.92 8.56 -4.37
C 0.55 8.31 -4.64
O 1.01 7.18 -4.32
O 1.26 9.22 -5.16
H -1.33 9.38 -4.95
H -1.05 8.75 -3.30
H -1.47 7.66 -4.64
C -5.36 7.80 -1.43
C -4.78 8.50 -0.19
C -4.99 10.01 -0.19
O -4.17 10.57 0.82
C -4.46 11.95 0.91
N -5.52 7.92 0.92
H -5.14 6.73 -1.35
H -4.87 8.14 -2.34
H -6.43 7.90 -1.63
H -3.73 8.22 -0.17
H -6.05 10.19 0.02
H -4.78 10.47 -1.16
H -3.82 12.36 1.69
H -5.48 12.21 1.21
H -4.17 12.49 0.00
H -5.52 6.89 0.93
H -6.52 8.17 0.92
C -1.20 8.19 -7.99
C -1.56 9.23 -9.05
C -1.89 10.60 -8.49
O -2.19 11.45 -9.57
C -2.28 12.80 -9.21
N -0.34 9.34 -9.89
H -2.11 7.91 -7.44
H -0.50 8.63 -7.28
H -0.78 7.29 -8.43
H -2.30 8.90 -9.78
H -0.97 10.91 -7.98
H -2.72 10.70 -7.78
H -2.18 13.43 -10.09
H -1.52 13.10 -8.47
H -3.24 13.04 -8.73
H 0.48 9.55 -9.31
H -0.45 10.18 -10.47
C 0.42 12.90 -4.83
C 1.05 12.67 -3.46
C 0.04 12.13 -2.44
O -0.74 13.22 -2.07
C -1.73 12.89 -1.10
N 2.16 11.76 -3.62
H 0.12 11.94 -5.27
H 1.09 13.42 -5.52
H -0.48 13.51 -4.83
H 1.41 13.63 -3.08
H 0.48 11.62 -1.58
H -0.58 11.34 -2.90
H -2.32 13.78 -0.92
H -1.24 12.57 -0.18
H -2.37 12.10 -1.49
H 1.83 10.88 -4.08
H 2.42 11.47 -2.64
C -7.69 11.17 -2.60
C -7.09 12.40 -1.94
C -5.98 13.08 -2.74
O -4.89 12.20 -2.94
C -3.82 12.76 -3.67
N -8.19 13.34 -1.71
H -8.32 10.62 -1.89
H -6.96 10.40 -2.89
H -8.34 11.40 -3.44
H -6.69 12.16 -0.95
H -5.64 13.94 -2.15
H -6.45 13.42 -3.67
H -4.25 13.13 -4.61
H -3.15 11.94 -3.95
H -3.24 13.51 -3.13
H -7.80 14.20 -1.33
H -8.55 13.69 -2.60
C -0.05 4.90 -1.96
C 1.32 4.29 -1.79
C 1.27 3.17 -0.73
O 2.63 2.75 -0.62
C 2.82 1.81 0.43
N 1.75 3.70 -3.09
H -0.80 4.23 -2.39
H 0.02 5.82 -2.55
H -0.46 5.27 -1.01
H 2.03 5.05 -1.48
H 0.61 2.36 -1.05
H 0.98 3.58 0.24
H 2.02 1.06 0.50
H 2.88 2.31 1.40
H 3.75 1.30 0.22
H 2.56 3.11 -2.88
H 1.02 3.02 -3.33
C 3.21 8.89 0.78
C 2.73 9.30 -0.62
C 1.25 9.04 -0.83
O 0.57 9.52 0.32
C -0.84 9.54 0.25
N 3.11 10.70 -0.92
H 2.78 9.52 1.56
H 4.29 8.99 0.84
H 2.91 7.86 0.99
H 3.35 8.66 -1.26
H 1.13 7.95 -0.89
H 0.86 9.51 -1.74
H -1.21 9.91 1.21
H -1.30 8.55 0.21
H -1.20 10.19 -0.55
H 4.11 10.85 -0.99
H 2.83 11.25 -0.11

=====

14
Properties=species:S:1:pos:R:3 method="wB97M-V/def2-TZVPD" multiplicity=1 e_homo_ev=-9.504 gap_ev=10.289 relative_energy_kcal_mol=194.0
C 0.89 -0.06 0.40
C 0.00 1.12 0.15
C -1.15 0.52 -0.36
C -0.03 -1.28 0.46
H 1.37 -0.63 -1.72
H 1.64 0.23 1.37
H 0.72 1.53 -0.32
H -0.18 1.43 1.06
H -2.50 0.59 0.15
H -1.61 0.73 -1.35
H 0.48 -1.93 0.24
H -0.51 -1.27 1.23
O 1.87 -0.10 -0.71
O -0.98 -0.91 -0.61